Molecular formula: C4H8N2OS
Method: DFT, ωB97M-V/def2-TZVPD

Last column: Mulliken charge in e.
Element x y z (Å)
C: -0.579 -1.493 -2.584  -0.835
C: 0.077 -0.595 -0.526  0.450
C: 0.320 0.700 0.030  -0.260
C: 1.339 0.710 1.128  0.022
H: 0.171 -2.411 -3.100  0.242
H: -1.334 -0.732 -3.710  0.251
H: -1.655 -1.707 -1.897  0.324
H: 0.362 -1.851 0.992  0.282
H: -0.287 -2.519 -0.295  0.303
H: 0.800 1.403 -0.766  0.378
H: -1.117 0.686 1.834  0.192
H: 2.031 1.659 1.098  0.276
N: 0.187 -0.510 -1.720  -0.329
N: -0.304 -1.616 0.261  -0.553
O: 1.492 -0.317 1.867  -0.556
S: -1.065 1.685 0.802  -0.186

Summary:
HOMO-LUMO gap (hartree): 0.335
LUMO level (Ha): 0.0087
Highest occupied orbital energy (eV): -8.88
Charge: 0
2S+1: 1

---

Molecular formula: C4H8N2OS
Method: DFT, ωB97M-V/def2-TZVPD

Last column: Mulliken charge in e.
Element x y z (Å)
C: 3.356 0.827 0.052  -0.725
C: -0.071 -0.701 -0.074  -0.112
C: -2.406 -1.176 0.123  -0.790
C: -1.654 1.183 -0.165  0.131
H: 2.941 1.662 -0.695  0.256
H: 4.436 0.430 -0.370  0.273
H: 3.321 1.076 1.244  0.240
H: -0.046 -1.810 0.049  0.278
H: -2.379 -2.059 -0.656  0.337
H: -3.310 -0.414 -0.160  0.197
H: -2.730 -1.568 1.209  0.262
H: -2.675 1.287 -0.530  0.295
N: 0.971 0.048 0.031  -0.224
N: -1.359 -0.162 -0.105  0.122
O: -0.812 2.069 0.110  -0.532
S: 2.418 -0.692 -0.063  -0.008

Summary:
HOMO-LUMO gap (hartree): 0.312
LUMO level (Ha): 0.0237
Highest occupied orbital energy (eV): -7.83
Charge: 0
2S+1: 1

---

Molecular formula: C4H8N2OS
Method: DFT, ωB97M-V/def2-TZVPD

Last column: Mulliken charge in e.
Element x y z (Å)
C: -1.674 1.464 -0.923  -0.346
C: -0.766 0.251 -0.409  1.307
C: -1.428 -0.482 0.768  -1.457
C: 0.734 0.607 0.010  -0.528
N: 2.895 0.183 -0.181  -0.562
N: 1.648 0.091 -0.742  -0.071
O: -0.651 -0.596 -1.550  -0.581
S: -2.268 2.624 -0.034  -0.241
H: -2.025 1.341 -2.053  0.249
H: -2.042 0.214 1.265  0.375
H: -0.640 -0.993 1.296  0.413
H: -2.229 -1.225 0.353  0.290
H: 0.972 0.990 0.971  0.366
H: 3.612 0.054 -0.848  0.247
H: 2.987 0.990 0.329  0.238
H: -0.044 -1.237 -1.446  0.301

Summary:
HOMO-LUMO gap (hartree): 0.316
LUMO level (Ha): -0.0063
Highest occupied orbital energy (eV): -8.76
Charge: 0
2S+1: 1

---

Which of these has the lowest LUMO level? number 3